# 1
Formula: C5H4F2
Source: the Open Molecules 2025 dataset
Level of theory: wB97M-V/def2-TZVPD

Output
Energy relative to the best compared isomer or geometry (same formula, charge and spin) ... 55.3 kcal per mole
SMILES ... C#CC(F)(F)C=C
Total charge ... 0

Last column: Mulliken charge in e.
CARTESIAN COORDINATES (ANGSTROEM)
C 1.38121 -2.36450 -0.16263  0.390
C 1.56333 -1.19385 -0.09389  -0.912
C -0.55720 0.92711 0.49887  -0.667
C 0.39559 1.08794 -0.39425  -0.228
C 1.78240 0.28855 -0.05418  0.620
F 2.22511 0.68012 1.15212  -0.219
F 2.72196 0.61257 -1.00187  -0.281
H 1.01055 -3.38162 -0.23045  0.432
H -1.66412 1.23284 0.32491  0.245
H -0.28431 0.20574 1.15176  0.331
H 0.33777 1.53770 -1.45573  0.290


# 2
Formula: C4H10N2O2
Source: the Open Molecules 2025 dataset
Level of theory: wB97M-V/def2-TZVPD

Output
Energy relative to the best compared isomer or geometry (same formula, charge and spin) ... 35.0 kcal per mole
SMILES ... C[C@H](CO)NC(N)=O
Total charge ... 0

Last column: Mulliken charge in e.
CARTESIAN COORDINATES (ANGSTROEM)
C -2.08736 0.62967 0.07719  -1.264
C -0.62615 0.47226 0.60911  -0.055
C -0.07342 1.83339 0.94677  -0.473
O 1.08972 1.95024 1.70073  -0.515
N 0.20727 -0.04802 -0.53424  -0.223
C 0.41330 -1.35137 -0.78062  0.479
N 1.14801 -1.64745 -1.93952  -0.462
O -0.02162 -2.25712 -0.07863  -0.638
H -2.78303 1.00790 0.82913  0.340
H -1.94835 1.41631 -0.63049  0.377
H -2.52306 -0.29907 -0.37643  0.312
H -0.41940 -0.42837 1.20501  0.420
H 0.13280 2.47504 0.05861  0.254
H -0.95948 2.30857 1.43433  0.316
H 1.24609 1.15400 2.25874  0.339
H 0.18007 0.56965 -1.37061  0.315
H 1.51186 -2.58168 -1.87649  0.259
H 1.67728 -0.87783 -2.31269  0.218


# 3
Formula: C21H30CoN6OS2Se
Source: the Open Molecules 2025 dataset
Level of theory: wB97M-V/def2-TZVPD

Output
Energy relative to the best compared isomer or geometry (same formula, charge and spin) ... 0.0 kcal per mole
2S+1 ... 4
Total charge ... 0

Last column: Mulliken spin population.
CARTESIAN COORDINATES (ANGSTROEM)
Co 0.05477 0.91054 0.40894  2.668
C -1.90289 -3.54108 4.04975  -0.002
C -1.09010 -3.71800 2.77624  0.002
N 0.21671 -3.07488 2.85779  0.001
C 1.30433 -3.89785 3.38618  0.000
C 2.09979 -4.58250 2.28554  0.000
C 0.43805 -1.81086 2.45788  -0.004
S -0.89550 -0.85572 1.95682  0.065
N 1.71331 -1.40701 2.58835  0.009
C 2.27446 -0.41871 1.92984  0.006
O 1.83843 0.20592 0.91509  0.042
C 3.63414 -0.01707 2.41703  0.007
C 4.39302 -0.86367 3.21926  0.000
C 5.64815 -0.47058 3.65554  0.000
C 6.14715 0.77740 3.30628  0.001
C 5.38776 1.63167 2.51910  -0.001
C 4.13755 1.23372 2.07145  -0.004
H -2.85075 -4.07549 3.97317  0.000
H -2.11323 -2.48507 4.21499  0.000
H -1.36457 -3.92835 4.91679  0.000
H -1.62474 -3.30935 1.92168  0.001
H -0.90954 -4.77707 2.57987  0.000
H 0.84730 -4.63665 4.04689  0.000
H 1.95336 -3.26574 3.98752  0.000
H 1.45510 -5.20809 1.66556  0.000
H 2.87702 -5.21692 2.71428  0.000
H 2.57363 -3.83629 1.64837  0.000
H 3.98900 -1.83057 3.48586  0.000
H 6.23925 -1.13759 4.26994  0.000
H 7.12625 1.08496 3.65094  0.000
H 5.76853 2.60985 2.25473  0.000
H 3.52804 1.89412 1.47071  0.001
S -1.17607 -0.35932 -1.24627  0.055
C -0.51367 -0.05830 -2.79344  0.002
N 0.75733 0.26814 -2.97672  0.005
C 1.36386 0.42198 -4.29111  0.000
C 0.32237 0.95811 -5.25599  0.000
C -0.88281 0.03365 -5.24813  0.001
N -1.29438 -0.21710 -3.87107  0.004
H 1.30936 0.44993 -2.15209  -0.001
H 1.74322 -0.54481 -4.63644  0.000
H 2.20582 1.10189 -4.19686  0.000
H 0.73825 1.02187 -6.26072  0.000
H 0.02875 1.96220 -4.94307  0.000
H -0.64365 -0.90995 -5.74658  0.000
H -1.72353 0.48535 -5.77421  0.000
H -2.24692 -0.47162 -3.67347  0.000
Se 0.75417 3.08748 -0.68059  0.082
C 2.18759 2.93194 -1.91674  -0.005
C 3.23736 2.02721 -1.74934  0.013
C 4.26365 1.99283 -2.68166  -0.002
N 4.33078 2.78260 -3.75428  0.005
C 3.32896 3.64856 -3.90675  0.000
C 2.25157 3.75481 -3.04202  0.003
H 3.24936 1.35133 -0.90623  0.001
H 5.08053 1.28939 -2.55501  0.000
H 3.38567 4.29393 -4.77811  0.000
H 1.47201 4.48154 -3.23215  0.000
N -1.12171 2.24463 1.64908  0.058
H -1.95466 2.57218 1.17084  -0.004
H -0.57782 3.06263 1.90479  -0.004
H -1.40264 1.75362 2.49118  -0.005


# 4
Formula: C5H13NO
Source: the Open Molecules 2025 dataset
Level of theory: wB97M-V/def2-TZVPD

Output
Energy relative to the best compared isomer or geometry (same formula, charge and spin) ... 22.8 kcal per mole
2S+1 ... 2
Total charge ... +1

Last column: Mulliken spin population.
CARTESIAN COORDINATES (ANGSTROEM)
C 0.03591 -0.75588 -1.31187  0.022
C 1.40824 -1.38595 -1.55977  -0.005
O 2.07842 -1.68502 -0.36581  0.009
C 0.20517 0.51743 -0.46028  0.025
N -0.85905 0.80189 0.47492  0.752
C -0.80756 2.13490 1.03775  0.006
C -1.15867 -0.20560 1.47989  0.009
H -0.59954 -1.45155 -0.75189  -0.002
H -0.49624 -0.52555 -2.23066  0.003
H 2.00249 -0.64168 -2.09915  0.001
H 1.30588 -2.21389 -2.26330  0.002
H 1.60912 -2.37142 0.11907  -0.001
H 1.12113 0.37957 0.14033  0.062
H 0.37359 1.40145 -1.07209  0.001
H -1.80880 2.39227 1.41811  0.020
H -0.18197 2.14183 1.93356  0.044
H -0.56415 2.90417 0.31718  0.002
H -0.22872 -0.61073 1.90002  0.035
H -1.75807 0.21224 2.27942  -0.001
H -1.67718 -1.03850 1.01456  0.017


# 5
Formula: C33H64N4O3
Source: the Open Molecules 2025 dataset
Level of theory: wB97M-V/def2-TZVPD

Output
SMILES ... [H]/N=C\C[C@H](CCCC(=O)OCC)OCCNCCCCCCCCCCCCCC.CCCC#N.CCCC#N
Total charge ... 0

Last column: Mulliken charge in e.
CARTESIAN COORDINATES (ANGSTROEM)
C 11.48457 1.33653 3.03568  -0.831
C 12.54072 0.72711 1.89114  -0.555
C 12.20923 1.24530 0.36935  -0.444
C 10.93287 0.44278 -0.33859  -0.435
C 10.20635 1.45389 -1.44605  -0.538
C 8.57758 1.23997 -1.53440  -0.619
C 8.12623 -0.06249 -2.44533  -0.539
C 6.52269 -0.33785 -2.10472  -0.273
C 6.10229 -1.92767 -2.20571  -0.510
C 4.80965 -2.18097 -3.23638  -0.438
C 4.11855 -3.61177 -2.75527  -0.776
C 2.73291 -3.36848 -1.85854  -0.306
C 3.06996 -3.48942 -0.22918  -0.264
C 1.85491 -4.32390 0.51742  -0.692
N 1.19650 -3.56209 1.65054  -0.324
C 0.19656 -2.53170 1.15269  -0.198
C -1.31915 -3.09919 1.57425  -0.398
O -2.30026 -2.02183 1.69130  -0.432
C -3.54986 -2.34573 0.91262  0.237
C -3.26664 -2.10668 -0.68323  -0.526
C -2.25982 -0.87104 -1.05898  -0.122
N -2.05402 0.28337 -0.34962  -0.448
C -4.87293 -1.60583 1.52164  -1.031
C -5.60905 -0.52060 0.54544  -0.114
C -6.89640 0.26421 1.25981  -0.561
C -8.22622 0.26072 0.28250  0.438
O -8.59697 -0.82555 -0.44580  -0.568
O -9.08066 1.46575 0.20281  -0.268
C -9.51343 1.72777 -1.18219  -0.219
C -10.43475 3.11320 -1.28785  -0.596
H 11.68831 0.78500 4.04917  0.277
H 11.63791 2.48610 3.22621  0.257
H 10.39421 1.06402 2.68038  0.221
H 13.60422 1.16414 2.17532  0.286
H 12.65253 -0.45428 1.98534  0.283
H 13.15997 1.01847 -0.30546  0.263
H 12.01912 2.41431 0.44007  0.256
H 11.40374 -0.48357 -0.88420  0.255
H 10.20221 0.13700 0.54449  0.178
H 10.37970 2.55847 -1.03069  0.307
H 10.74524 1.41058 -2.50632  0.227
H 8.11722 2.19582 -2.07995  0.282
H 8.08258 1.20896 -0.47356  0.292
H 8.14992 0.26802 -3.58756  0.201
H 8.80625 -1.00826 -2.26819  0.266
H 5.88025 0.36382 -2.81295  0.299
H 6.30483 0.01996 -0.98989  0.153
H 6.99656 -2.60881 -2.57707  0.329
H 5.80731 -2.27067 -1.12204  0.086
H 5.29207 -2.37882 -4.28855  0.266
H 4.06111 -1.27559 -3.23961  0.259
H 4.94666 -4.20194 -2.17588  0.316
H 3.81545 -4.19984 -3.74586  0.349
H 2.27486 -2.32127 -2.12363  0.068
H 2.00490 -4.25801 -2.16701  0.342
H 3.27834 -2.43310 0.22981  0.162
H 4.06250 -4.13876 -0.14027  0.296
H 2.36019 -5.28309 1.01639  0.309
H 1.05756 -4.74992 -0.24182  0.226
H 1.91621 -3.12188 2.28993  0.278
H 0.39215 -1.54870 1.76311  0.260
H 0.28419 -2.27329 0.01437  0.004
H -1.57472 -3.91665 0.77252  0.196
H -1.15653 -3.58869 2.65112  0.189
H -3.69714 -3.50725 1.07997  0.420
H -4.25156 -2.03464 -1.35131  0.358
H -2.72687 -3.09769 -1.06852  0.298
H -1.66577 -0.96857 -2.08987  0.301
H -2.66758 0.24810 0.48289  0.234
H -5.68362 -2.44757 1.76084  0.265
H -4.58492 -1.15302 2.57741  0.265
H -6.00524 -1.13154 -0.39818  0.216
H -4.92237 0.32427 0.11779  0.146
H -6.57105 1.40754 1.36918  0.268
H -7.11599 -0.12597 2.34487  0.352
H -8.58624 1.87873 -1.89789  0.254
H -10.17347 0.87889 -1.65726  0.255
H -11.46847 2.96746 -0.72248  -0.066
H -9.90368 4.04511 -0.76654  0.261
H -10.66738 3.40919 -2.41071  0.316
C -15.02874 1.95834 2.96068  -1.126
C -13.65053 2.59990 3.08643  -0.406
C -13.47844 3.82197 2.18208  -0.303
C -13.65009 3.41312 0.72829  0.232
N -13.79253 3.07401 -0.47785  -0.538
H -15.20792 1.58033 1.94914  0.351
H -15.11597 1.10822 3.64465  0.322
H -15.81963 2.67632 3.20605  0.298
H -12.88706 1.84952 2.84719  0.270
H -13.49192 2.89997 4.12805  0.314
H -12.48106 4.25294 2.31904  0.283
H -14.21769 4.59129 2.43008  0.310
C 0.80130 2.23257 -1.10834  -0.815
C 1.45386 2.80719 0.14500  -0.438
C 2.94425 3.09900 -0.04072  -0.347
C 3.68096 1.81326 -0.37873  0.181
N 4.29224 0.74661 -0.65920  -0.457
H 1.23866 1.26829 -1.38598  0.186
H -0.26729 2.06704 -0.93854  0.190
H 0.90990 2.91798 -1.95666  0.328
H 1.31322 2.10171 0.97308  0.231
H 0.93905 3.73409 0.42062  0.323
H 3.36166 3.52133 0.87942  0.304
H 3.09668 3.82465 -0.84698  0.276


# 6
Formula: C12H13F7N
Source: the Open Molecules 2025 dataset
Level of theory: wB97M-V/def2-TZVPD

Output
SMILES ... CCCC[n+]1cccc(C(F)(F)C(F)(F)C(F)(F)F)c1
Total charge ... +1

Last column: Mulliken charge in e.
CARTESIAN COORDINATES (ANGSTROEM)
C 3.39811 -2.00512 0.24210  -1.057
C 3.76196 -0.63540 -0.36054  -0.569
C 2.52475 0.18726 -0.76043  -0.468
C 1.99956 0.90222 0.47602  -0.821
N 0.60700 1.41313 0.34857  0.203
C 0.34299 2.70796 0.61291  0.063
C -0.94832 3.20925 0.51824  -0.743
C -1.98525 2.34312 0.15275  -0.278
C -1.69670 0.99875 -0.10162  -0.570
C -2.80266 0.05540 -0.54576  0.811
F -3.96777 0.71855 -0.55981  -0.290
F -2.54090 -0.34090 -1.80400  -0.295
C -2.99991 -1.19914 0.36523  0.583
F -3.87714 -0.88675 1.31583  -0.282
F -1.83681 -1.51767 0.96246  -0.290
C -3.50452 -2.46107 -0.38148  0.677
F -3.72022 -3.40537 0.50681  -0.234
F -2.59470 -2.87751 -1.23790  -0.236
F -4.61568 -2.18930 -1.01895  -0.238
C -0.37792 0.56984 0.00344  0.016
H 2.32006 -2.11641 0.35134  0.261
H 3.77968 -2.81619 -0.36600  0.330
H 3.81898 -2.10645 1.23817  0.307
H 4.31993 -0.06717 0.38538  0.315
H 4.41703 -0.73499 -1.21837  0.409
H 1.78163 -0.49637 -1.16101  0.355
H 2.79379 0.92174 -1.51546  0.341
H 2.63298 1.74743 0.71773  0.355
H 2.01207 0.22760 1.33182  0.290
H 1.18232 3.32646 0.88531  0.398
H -1.12864 4.25044 0.72593  0.449
H -2.98983 2.72974 0.08035  0.564
H -0.10582 -0.45310 -0.18908  0.644


E? In order: -392.5265; -418.4051; -5802.6965; -327.9790; -1739.9536; -1218.6576 hartree.